[1]
A single H3NO2S molecule. Source: OMol25; level of theory: ωB97M-V/def2-TZVPD.

Structure (XYZ):
```
7
H3NO2S (ωB97M-V/def2-TZVPD)
N 0.321 -0.769 1.036
O 1.022 -0.306 -0.299
O 0.024 -0.075 -1.156
S -0.631 1.529 -1.205
H 1.077 -0.745 1.707
H 0.046 -1.835 0.819
H -0.628 1.578 -2.594
```

The energy above the lowest of the compared OMol25 structures with the same formula, charge and spin is 126.4 kcal/mol. Its HOMO-LUMO gap is 9.752 eV. Its multiplicity is 1. Its structure (SMILES) is NOOS. For the LUMO energy, the calculation gives 0.0175 Eh. The charge is 0.


[2]
A molecular structure, H3NO2S2. Source: OMol25; level of theory: ωB97M-V/def2-TZVPD.

Structure (XYZ):
```
8
H3NO2S2 (ωB97M-V/def2-TZVPD)
N 1.221 -0.234 -1.115
O 0.016 -0.837 1.318
O -0.319 0.447 -0.770
S -2.539 0.510 0.930
S -0.655 0.304 0.766
H 1.240 -0.938 -0.375
H 0.997 -0.669 -2.007
H 0.038 1.417 1.254
```

The energy above the lowest of the compared OMol25 structures with the same formula, charge and spin is 45.1 kcal/mol. Its HOMO-LUMO gap is 9.217 eV. Its multiplicity is 1. For the LUMO energy, the calculation gives -0.0252 Eh. The charge is 0.


[3]
A gas-phase ion, H3NO3P2 (charge -2). Source: OMol25; level of theory: ωB97M-V/def2-TZVPD.

Structure (XYZ):
```
9
H3NO3P2 (ωB97M-V/def2-TZVPD)
N -0.404 0.727 0.259
O 2.317 1.079 0.092
O 1.451 -1.096 1.328
O 1.394 -0.884 -1.266
P -1.835 0.025 0.095
P 1.484 -0.208 0.087
H -0.510 1.519 0.863
H -2.210 0.120 -1.258
H -1.688 -1.281 -0.200
```

The energy above the lowest of the compared OMol25 structures with the same formula, charge and spin is 2.2 kcal/mol. Its HOMO-LUMO gap is 7.323 eV. Its multiplicity is 1. Its structure (SMILES) is O=P([O-])([O-])NP. For the LUMO energy, the calculation gives 0.2780 Eh. The charge is -2.


[4]
A molecular structure, H3NO3P3. Source: OMol25; level of theory: ωB97M-V/def2-TZVPD.

Structure (XYZ):
```
10
H3NO3P3 (ωB97M-V/def2-TZVPD)
N -0.340 -0.931 -0.173
O -2.305 1.029 -0.375
O -0.677 0.828 1.637
O 0.282 1.460 -0.751
P -1.316 -2.151 -0.330
P 1.866 1.201 -0.384
P -1.017 0.649 0.228
H -0.456 -3.236 -0.821
H 1.971 1.410 0.957
H 1.993 -0.258 0.011
```

The energy above the lowest of the compared OMol25 structures with the same formula, charge and spin is 23.9 kcal/mol. Its HOMO-LUMO gap is 8.071 eV. Its multiplicity is 1. For the LUMO energy, the calculation gives 0.1076 Eh. The charge is -1.


[5]
A molecular structure, H3NO3PS. Source: OMol25; level of theory: ωB97M-V/def2-TZVPD.

Structure (XYZ):
```
9
H3NO3PS (ωB97M-V/def2-TZVPD)
N 2.091 -0.636 0.506
O -1.476 2.119 -0.480
O -0.877 -0.128 1.338
O -2.176 -0.606 -0.625
P 0.957 -1.378 -0.314
S -0.994 0.042 -0.117
H -0.649 2.302 -0.069
H 1.898 -0.846 1.470
H 1.225 -0.870 -1.708
```

The energy above the lowest of the compared OMol25 structures with the same formula, charge and spin is 57.2 kcal/mol. Its HOMO-LUMO gap (alpha / beta) is 7.877 / 7.876 eV. Its multiplicity is 1. For the LUMO energy (alpha / beta), the calculation gives 0.1167 / 0.1167 Eh. The charge is -1.


[6]
A single H3NO5S molecule. Source: OMol25; level of theory: ωB97M-V/def2-TZVPD.

Structure (XYZ):
```
10
H3NO5S (ωB97M-V/def2-TZVPD)
N 0.004 0.424 -1.173
O 1.177 -0.685 2.228
O 2.208 1.382 1.118
O -1.256 0.617 -1.112
O 0.593 -0.320 -0.099
O -2.150 -0.419 -1.664
S 0.956 0.701 1.389
H 0.538 0.399 -2.007
H -2.605 -0.684 -0.956
H 0.536 -1.415 2.276
```

The energy above the lowest of the compared OMol25 structures with the same formula, charge and spin is 22.5 kcal/mol. Its HOMO-LUMO gap is 9.903 eV. Its multiplicity is 1. For the LUMO energy, the calculation gives 0.0109 Eh. The charge is 0.


[7]
A gas-phase ion, H3NOP (charge -1). Source: OMol25; level of theory: ωB97M-V/def2-TZVPD.

Structure (XYZ):
```
6
H3NOP (ωB97M-V/def2-TZVPD)
N 1.206 -0.306 0.730
O -0.237 -0.118 -1.921
P -0.048 -0.098 -0.382
H 1.086 0.101 1.632
H -1.275 -0.672 -0.001
H -0.732 1.093 -0.058
```

The energy above the lowest of the compared OMol25 structures with the same formula, charge and spin is 23.0 kcal/mol. Its HOMO-LUMO gap is 8.291 eV. Its multiplicity is 1. Its structure (SMILES) is N=[PH2][O-]. For the LUMO energy, the calculation gives 0.1867 Eh. The charge is -1.


[8]
A gas-phase ion, H3NOP (charge -1). Source: OMol25; level of theory: ωB97M-V/def2-TZVPD.

Structure (XYZ):
```
6
H3NOP (ωB97M-V/def2-TZVPD)
N 0.454 0.054 1.269
O 1.216 -0.764 -1.166
P 0.164 -0.169 -0.282
H -0.193 0.684 1.701
H -1.061 -0.854 -0.498
H -0.580 1.049 -1.025
```

The energy above the lowest of the compared OMol25 structures with the same formula, charge and spin is 5.0 kcal/mol. Its HOMO-LUMO gap is 8.592 eV. Its multiplicity is 1. Its structure (SMILES) is N=[PH2][O-]. For the LUMO energy, the calculation gives 0.1898 Eh. The charge is -1.


Maximum force? In order: 3.409; 3.204; 2.427; 2.960; 2.876; 6.062; 4.446; 1.872 eV Å⁻¹.
Total energy? In order: -16463.2015; -27300.4925; -26259.6951; -35550.7407; -27804.5181; -22604.1877; -12875.0877; -12875.8656 eV.